Computed, not measured: a 3-piece molecular cluster, C2H10NO2 overall, with ωB97M-V/def2-TZVPD.

Energy relative to the best compared isomer or geometry (same formula, charge and spin) = 27.6 kcal per mole
Net charge = +1
Kohn-Sham gap = 0.39305 hartree

Geometry as XYZ:
```
15
C2H10NO2 (ωB97M-V/def2-TZVPD)
C -1.03 1.29 -0.67
C -1.67 -0.96 -1.38
N -0.91 -0.19 -0.69
H -0.39 1.82 -1.38
H -0.48 1.57 0.25
H -2.03 1.74 -0.71
H -2.16 -0.52 -2.25
H -1.55 -2.01 -1.13
H -0.10 -0.61 -0.15
H 1.60 0.82 2.82
H 2.31 1.64 1.90
O 1.48 1.09 1.89
H 2.13 -0.95 0.57
H 1.09 -2.21 0.53
O 1.31 -1.32 0.21
```

Computed, not measured: a 2-piece molecular cluster, C2H10NO2 overall, with ωB97M-V/def2-TZVPD.

Energy relative to the best compared isomer or geometry (same formula, charge and spin) = 3.4 kcal per mole
Net charge = +1
Kohn-Sham gap = 0.43806 hartree

Geometry as XYZ:
```
15
C2H10NO2 (ωB97M-V/def2-TZVPD)
C 0.81 1.10 -0.98
O -0.56 0.77 -1.15
C 1.25 0.56 0.37
N 0.52 -0.78 0.64
H 1.43 0.72 -1.80
H 0.93 2.17 -0.91
H -0.75 0.68 -2.09
H 1.00 1.18 1.22
H 2.31 0.33 0.42
H 0.69 -1.07 1.59
H -0.48 -0.63 0.39
H 0.86 -1.44 -0.06
H -2.78 -1.93 1.03
H -2.96 -0.49 0.64
O -2.27 -1.17 0.70
```

Computed, not measured: a 3-piece molecular cluster, C2H10NO2 overall, with ωB97M-V/def2-TZVPD.

Energy relative to the best compared isomer or geometry (same formula, charge and spin) = 90.7 kcal per mole
⟨S²⟩ = 0.760
Multiplicity = 2
Net charge = +2
Kohn-Sham gap (alpha / beta) = 0.38330 / 0.16739 hartree

Geometry as XYZ:
```
15
C2H10NO2 (ωB97M-V/def2-TZVPD)
C -0.04 -1.80 -0.09
C 1.25 -0.01 -0.29
N 0.68 -0.80 0.58
H -0.65 -2.41 0.71
H 0.52 -2.62 -0.32
H -0.77 -1.47 -0.91
H 0.90 0.20 -1.43
H 2.18 0.53 0.05
H 0.63 -0.74 1.63
H -2.24 1.32 -0.34
H -1.82 0.11 -1.39
O -1.94 0.45 -0.45
H 0.65 2.45 1.50
H 0.04 2.76 0.17
O 0.62 2.03 0.60
```

Computed, not measured: a 3-piece molecular cluster, C2H10NO3 overall, with ωB97M-V/def2-TZVPD.

Energy relative to the best compared isomer or geometry (same formula, charge and spin) = 10.0 kcal per mole
Net charge = -1
Kohn-Sham gap = 0.28300 hartree

Geometry as XYZ:
```
16
C2H10NO3 (ωB97M-V/def2-TZVPD)
C -0.70 0.66 1.05
O -1.02 -0.54 0.48
C 0.86 0.81 1.36
N 1.61 1.04 0.12
H -0.76 1.49 0.33
H -1.20 0.87 2.00
H 0.96 1.65 2.06
H 1.27 -0.08 1.84
H 1.57 0.21 -0.45
H 1.05 1.66 -0.47
H -0.15 -1.75 -0.04
H 1.37 -2.01 -0.37
O 0.53 -2.37 -0.53
H -1.22 0.14 -2.81
H -1.21 -0.06 -1.29
O -1.20 0.64 -1.98
```

Computed, not measured: a 2-piece molecular cluster, C2H10NOS overall, with ωB97M-V/def2-TZVPD.

Energy relative to the best compared isomer or geometry (same formula, charge and spin) = 12.2 kcal per mole
⟨S²⟩ = 0.753
Multiplicity = 2
Net charge = +2
Kohn-Sham gap (alpha / beta) = 0.39607 / 0.20382 hartree

Geometry as XYZ:
```
15
C2H10NOS (ωB97M-V/def2-TZVPD)
C 0.63 -0.70 -0.28
C -0.78 -0.61 0.32
S -2.18 -1.15 -0.69
N 1.70 0.00 0.51
H 1.07 -1.71 -0.30
H 0.65 -0.34 -1.30
H -0.76 -1.13 1.28
H -0.95 0.47 0.44
H -2.36 -2.37 -0.15
H 2.62 -0.13 0.08
H 1.59 1.04 0.57
H 1.87 -0.16 1.52
H 1.40 3.34 0.01
H 2.60 3.79 0.83
O 2.12 3.00 0.55
```

Computed, not measured: a 2-piece molecular cluster, C2H10NS overall, with ωB97M-V/def2-TZVPD.

Energy relative to the best compared isomer or geometry (same formula, charge and spin) = 16.3 kcal per mole
Net charge = +1
Kohn-Sham gap = 0.38020 hartree

Geometry as XYZ:
```
14
C2H10NS (ωB97M-V/def2-TZVPD)
N -0.79 -0.83 -2.11
H -0.66 -0.71 -1.03
H 0.00 -1.21 -2.61
H -1.61 -1.43 -2.10
H -1.05 0.05 -2.57
C 1.68 0.79 -0.11
C 0.60 1.00 0.93
S -0.69 -0.33 0.97
H 1.18 0.64 -1.09
H 2.22 -0.16 -0.09
H 2.30 1.63 -0.43
H 1.10 1.41 1.81
H 0.01 1.89 0.66
H 0.19 -1.26 1.44
```

Question: Which value of energy relative to the best compared isomer or geometry (same formula, charge and spin) does entry 2 give?
Answer: 3.4 kcal per mole

Question: What is the formula in the second record?
Answer: C2H10NO2